Entry 1:
The following is a quantum chemistry calculation of a 11-piece molecular cluster, C27H54Br12O5 overall, from the Open Molecules 2025 dataset.

Its SMILES is CC(C)=O.CC(C)=O.CC(C)=O.CC(C)=O.CC(C)=O.BrCCBr.BrCCBr.BrCCBr.BrCCBr.BrCCBr.BrCCBr. As for the spin multiplicity: 1. Its HOMO energy is -0.33521 Ha. The value obtained for the energy relative to the best compared isomer or geometry (same formula, charge and spin) is 0.0 kcal/mol. Its net charge is 0. For the molar mass, the calculation gives 1417.572 g/mol.

Structure (XYZ):
```
98
Properties=species:S:1:pos:R:3:forces:R:3:lowdin_charge:R:1
C 4.16558 -0.01825 -2.55708 -0.442 0.734 -0.533 -0.073
C 5.62789 -0.31900 -2.55131 1.110 -0.711 0.561 -0.496
C 6.36746 -0.28504 -3.88978 -0.498 -0.149 0.040 -0.020
O 6.21050 -0.64688 -1.51932 -0.684 0.520 -1.254 0.033
H 3.68893 -0.58246 -1.76957 -0.182 0.049 0.304 0.049
H 3.70758 -0.26642 -3.51951 0.104 -0.115 0.069 0.070
H 3.99193 1.07309 -2.42465 0.189 -0.614 0.156 0.094
H 6.06659 -1.12602 -4.52962 -0.176 -0.048 0.358 0.078
H 7.42373 -0.39374 -3.70934 0.371 0.217 0.014 0.074
H 6.12477 0.59179 -4.50060 0.135 0.085 0.351 0.086
C -3.03694 -4.92069 -5.07667 0.319 -0.249 -0.340 -0.015
C -2.54899 -3.95624 -4.05952 0.464 -0.582 1.878 -0.499
C -2.82302 -2.52250 -4.32043 0.792 1.065 -0.552 -0.044
O -2.07708 -4.31561 -2.97013 -0.452 0.458 -1.767 0.016
H -3.19369 -5.87941 -4.58704 -0.116 -0.069 -0.298 0.090
H -2.36583 -5.02445 -5.94612 0.024 0.035 0.482 0.102
H -3.93662 -4.47581 -5.48080 -0.493 -0.321 -0.129 0.080
H -2.39457 -1.97980 -3.49698 -0.060 0.451 0.336 0.048
H -3.87908 -2.29862 -4.42228 -0.291 -0.203 0.176 0.091
H -2.36133 -2.11708 -5.24495 -0.106 -0.560 0.334 0.095
C -1.59159 5.31600 -1.81543 1.360 -0.508 1.124 -0.029
C -2.75752 4.96827 -2.63802 -0.508 0.224 -0.210 -0.525
C -3.23850 3.53762 -2.64689 0.198 0.493 0.212 -0.012
O -3.25196 5.81898 -3.32904 -0.721 0.331 -0.686 0.073
H -0.74189 4.71816 -2.16193 0.064 -0.078 0.075 0.081
H -1.72183 5.05657 -0.75512 -0.142 -0.012 -0.222 0.078
H -1.30098 6.35591 -1.88954 -0.263 0.196 -0.155 0.087
H -2.52756 3.01553 -3.27337 0.313 -0.463 0.004 0.073
H -4.20106 3.46053 -3.13778 -0.224 0.067 0.189 0.082
H -3.21565 3.14647 -1.62603 -0.079 -0.251 -0.258 0.077
C -5.53765 4.11448 2.63276 -0.199 -0.385 0.100 -0.025
C -4.18925 4.32387 1.98341 0.362 -0.225 -0.234 -0.496
C -3.13736 3.26911 2.25715 -0.220 0.001 -0.282 -0.042
O -3.97925 5.24689 1.22973 -0.079 -0.026 0.134 0.064
H -5.45842 3.40934 3.47251 -0.109 0.120 -0.285 0.073
H -6.25982 3.70612 1.88535 0.527 0.392 0.534 0.103
H -5.88621 5.06881 3.01957 -0.224 0.044 -0.158 0.081
H -3.59282 2.30154 2.05523 -0.004 -0.233 -0.125 0.072
H -2.84595 3.22187 3.30776 0.074 0.266 -0.006 0.062
H -2.27835 3.39743 1.59488 -0.059 0.014 0.249 0.061
C 0.63055 0.07393 0.03343 0.067 0.529 0.383 -0.039
C -0.43729 0.78947 -0.72343 -1.420 0.623 -0.320 -0.452
C -0.71573 0.43772 -2.19426 -0.745 -0.467 0.759 -0.006
O -1.18799 1.58121 -0.15400 1.012 -0.704 -0.560 0.022
H 0.56127 -1.00157 -0.07438 0.033 -0.266 -0.211 0.049
H 0.47749 0.33754 1.08039 0.257 -0.092 0.056 0.049
H 1.62272 0.41413 -0.27895 -0.073 -0.160 -0.042 0.037
H -1.63089 0.97980 -2.45427 0.291 -0.042 -0.143 0.063
H -0.97072 -0.64914 -2.22603 0.381 0.623 -0.078 0.068
H 0.07444 0.64239 -2.91645 0.157 -0.043 0.244 0.077
Br 3.75492 0.35805 4.36151 0.335 -0.063 -0.393 0.588
C 5.38110 0.23122 3.23656 -0.568 0.575 0.270 -0.640
C 5.07204 -0.11167 1.81322 0.548 -0.237 0.278 -0.703
Br 4.08909 1.24175 0.89753 -0.471 0.283 -0.123 0.711
H 5.90438 -0.61388 3.64230 0.508 -0.094 0.397 0.052
H 5.89903 1.18245 3.36470 0.022 -0.278 0.020 0.060
H 4.59540 -1.08689 1.83836 -0.434 0.088 -0.632 0.043
H 5.99365 -0.16972 1.23974 0.102 -0.246 0.061 0.054
Br 0.44501 4.02612 3.83232 -0.181 0.018 0.245 0.670
C 1.07533 3.57380 2.07288 0.916 -0.940 -0.236 -0.723
C 1.42628 4.80797 1.32848 -1.349 1.600 0.929 -0.778
Br 2.32462 4.51475 -0.30178 0.324 -0.346 -0.791 0.671
H 0.31133 2.99279 1.56161 -0.015 -0.070 0.090 0.039
H 1.99293 3.00076 2.18693 -0.229 -0.411 0.279 0.010
H 2.00975 5.50249 1.92492 0.349 -0.217 0.028 0.052
H 0.48706 5.33250 1.16048 0.066 0.194 -0.547 0.055
Br 0.92580 -2.38470 -4.39992 0.231 0.230 -0.009 0.653
C 1.32981 -3.09148 -2.63696 -0.189 -0.120 0.107 -0.700
C 2.30791 -4.22510 -2.67671 -0.186 -0.142 -0.503 -0.701
Br 4.05599 -3.67515 -3.29160 0.175 -0.089 0.187 0.657
H 0.38543 -3.52597 -2.35958 -0.492 -0.009 0.441 0.033
H 1.61074 -2.29462 -1.94364 -0.010 -0.013 -0.355 0.033
H 1.95600 -4.98454 -3.37160 0.109 0.022 -0.049 0.058
H 2.37141 -4.68941 -1.69936 0.299 0.108 0.206 0.037
Br -2.61661 0.73540 7.45481 -0.272 0.306 1.046 0.694
C -2.36951 0.94966 5.58195 -0.218 1.177 -0.142 -0.787
C -1.83500 -0.33016 5.12252 0.331 -1.008 -0.651 -0.740
Br -1.69381 -0.15212 3.20916 0.276 -0.275 -0.777 0.714
H -1.65986 1.75834 5.38982 -0.178 -0.027 0.187 0.044
H -3.32620 1.18804 5.10125 0.235 -0.077 0.310 0.058
H -2.51792 -1.14095 5.32302 -0.134 -0.246 -0.027 0.055
H -0.85699 -0.58518 5.51844 0.030 0.152 -0.036 0.014
Br -3.83829 -2.36475 0.11606 -0.520 0.304 -0.462 0.680
C -2.38149 -3.30164 0.88347 1.115 0.988 0.854 -0.816
C -2.32652 -4.71439 0.55139 -1.707 -1.660 -0.924 -0.741
Br -0.85758 -5.49006 1.46707 0.771 -0.520 0.278 0.712
H -2.46479 -3.19620 1.95864 0.093 0.358 0.107 0.036
H -1.43533 -2.89538 0.52895 -0.158 0.659 0.139 0.045
H -2.23714 -4.86505 -0.52440 0.203 -0.170 0.097 0.045
H -3.21821 -5.24445 0.90778 0.218 0.073 -0.180 0.068
Br 1.44852 -2.49394 5.43606 0.022 -0.001 0.201 0.656
C 2.17389 -3.26146 3.81416 0.032 -1.104 0.337 -0.729
C 1.44776 -2.70868 2.65458 -1.048 1.064 0.501 -0.790
Br 2.28754 -3.34645 1.08702 0.573 -0.058 -1.068 0.717
H 1.93537 -4.33233 3.85020 0.697 0.213 0.316 0.063
H 3.23998 -3.02505 3.73222 -0.266 -0.262 0.387 0.051
H 1.51780 -1.62076 2.76244 -0.282 -0.093 -0.761 0.037
H 0.41136 -3.06977 2.61142 0.296 0.407 0.096 0.016
```
Positions in Å, forces in eV/Å.


Entry 2:
The following is a quantum chemistry calculation of a 8-piece molecular cluster, C27H54Br2O11 overall, from the Open Molecules 2025 dataset.

Its SMILES is CCOC(C)=O.CCOC(C)=O.CCOC(C)=O.CCOC(C)=O.CC(C)=O.CC(C)=O.CC(C)=O.BrCCBr. As for the spin multiplicity: 1. Its HOMO energy is -0.34115 Ha. The value obtained for the energy relative to the best compared isomer or geometry (same formula, charge and spin) is 15.7 kcal/mol. Its net charge is 0. For the molar mass, the calculation gives 714.526 g/mol.

Structure (XYZ):
```
94
Properties=species:S:1:pos:R:3:forces:R:3:lowdin_charge:R:1
C 1.13178 2.75815 -5.38721 0.276 -0.472 -0.067 -0.067
C 2.02019 3.93368 -4.99888 -2.665 0.027 -2.118 -0.255
O 2.62859 3.58293 -3.82766 1.464 -0.064 2.123 -0.001
C 2.23137 4.02307 -2.62899 -2.450 2.443 2.392 -0.440
C 2.92270 3.32455 -1.44710 0.303 -0.607 -0.588 0.012
O 1.35266 4.90261 -2.38169 2.866 -2.962 -1.757 0.038
H 0.74252 2.84228 -6.40185 -0.177 0.148 0.096 0.085
H 0.33180 2.71152 -4.64831 -0.136 0.019 -0.277 0.054
H 1.67322 1.81428 -5.32361 0.159 -0.057 -0.060 0.077
H 2.71051 4.18756 -5.80332 0.397 -0.010 0.459 0.128
H 1.26254 4.71216 -4.90929 0.665 0.724 0.449 0.122
H 3.36811 2.36085 -1.69405 -0.203 -0.112 -0.471 0.075
H 2.21117 3.11837 -0.64753 0.017 0.468 -0.192 0.007
H 3.78819 3.85724 -1.05306 -0.300 0.581 -0.065 0.091
C -1.33659 -7.05725 -4.53122 0.509 0.992 -0.017 -0.056
C -0.48507 -5.75965 -4.22925 -1.146 -1.801 -0.411 -0.199
O -0.67248 -5.32100 -2.88864 -0.538 0.502 0.551 -0.028
C -1.79612 -4.66886 -2.50026 -1.900 1.981 -1.375 -0.482
C -1.73514 -4.12060 -1.09630 0.937 -0.660 -0.390 -0.008
O -2.77428 -4.35248 -3.20138 2.566 -1.596 0.622 0.054
H -2.41349 -6.99969 -4.37289 0.101 0.553 0.142 0.069
H -0.96829 -7.86781 -3.90238 0.114 -0.037 -0.161 0.071
H -1.20175 -7.28833 -5.58788 0.160 -0.254 0.028 0.069
H 0.55173 -6.08991 -4.29305 0.048 0.287 0.194 0.114
H -0.62749 -4.96745 -4.96426 -0.355 0.103 0.212 0.115
H -1.93398 -4.94905 -0.41643 -0.406 0.263 0.273 0.092
H -2.40495 -3.26197 -1.04924 -0.073 -0.390 0.253 0.081
H -0.71339 -3.81486 -0.87123 -0.005 0.093 -0.011 0.043
C 1.46232 -1.90443 -2.52126 0.398 -0.385 1.425 -0.050
C 2.60913 -1.28061 -1.66650 -1.571 0.209 -1.440 -0.206
O 2.64164 -1.94512 -0.39184 0.445 -0.349 -0.749 -0.021
C 3.34251 -1.38776 0.60872 -0.704 1.343 1.058 -0.527
C 3.38791 -2.22916 1.86447 1.032 -0.473 -0.065 0.010
O 3.71794 -0.23380 0.60753 0.140 -0.705 -0.569 0.092
H 1.33485 -1.46353 -3.50993 0.486 -0.018 0.014 0.075
H 0.49685 -1.82353 -2.02184 -0.048 0.069 0.175 0.055
H 1.70991 -2.96548 -2.55243 -0.300 -0.114 -0.523 0.078
H 3.49580 -1.43247 -2.28201 0.491 0.070 0.695 0.126
H 2.39386 -0.21471 -1.59160 0.462 0.064 0.473 0.097
H 4.03603 -1.74496 2.59494 -0.511 0.498 0.023 0.084
H 3.92975 -3.16588 1.73385 -0.389 -0.305 -0.520 0.086
H 2.39118 -2.44291 2.25040 0.110 0.129 -0.089 0.030
C 1.40319 0.21206 5.82542 1.189 0.364 -0.532 -0.046
C 1.96458 0.06439 4.39348 -0.436 -0.052 1.226 -0.208
O 1.77450 1.29265 3.70105 -0.512 0.645 -1.402 -0.054
C 2.70492 2.23445 3.48761 3.569 -0.023 1.771 -0.464
C 2.34138 3.23713 2.40475 -0.061 -0.157 0.179 0.012
O 3.77686 2.30195 4.13983 -3.146 -0.426 -1.846 0.054
H 1.96897 1.02715 6.27666 -0.123 0.126 0.175 0.077
H 1.64577 -0.67250 6.41433 -0.396 -0.128 -0.055 0.076
H 0.34505 0.47367 5.82789 0.044 -0.304 -0.031 0.071
H 3.01254 -0.23532 4.38670 0.010 0.186 0.050 0.118
H 1.36122 -0.67125 3.86160 0.132 0.052 -0.239 0.085
H 3.20416 3.64087 1.87492 0.293 -0.298 0.429 0.089
H 1.88530 4.08877 2.90953 -0.264 0.047 -0.051 0.090
H 1.67557 2.83588 1.64069 -0.036 0.008 0.507 -0.021
C -4.50725 -1.93686 4.74131 0.609 0.674 -0.624 -0.013
C -3.66393 -0.67830 4.55594 2.842 0.326 1.087 -0.453
C -4.37629 0.65084 4.63814 0.248 0.519 -0.514 -0.024
O -2.43279 -0.70463 4.39910 -2.311 -0.304 0.027 0.013
H -4.03955 -2.76706 4.21205 -0.102 0.075 -0.068 0.084
H -5.49433 -1.69890 4.34488 -0.145 -0.477 0.262 0.075
H -4.53070 -2.20384 5.79785 -0.224 0.196 0.043 0.091
H -5.20050 0.49884 3.94124 -0.468 0.837 0.337 0.083
H -3.76163 1.51311 4.37969 0.469 -0.506 -1.159 0.055
H -4.62262 1.11293 5.59411 -0.910 -1.296 0.562 0.093
C -1.18826 0.86530 -3.53489 0.425 0.100 -0.334 -0.030
C -1.92936 -0.41345 -3.44018 0.648 -1.611 1.198 -0.493
C -2.09541 -1.27693 -4.69061 -0.846 0.142 1.713 -0.001
O -2.30213 -0.81202 -2.34891 -0.158 0.122 -0.418 0.048
H -0.36044 0.72530 -4.23002 -0.136 0.218 -0.230 0.064
H -0.76093 1.14551 -2.57210 -0.356 0.123 0.027 0.050
H -1.87691 1.62207 -3.91063 0.218 0.277 -0.045 0.104
H -1.15139 -1.66786 -5.07022 0.009 0.782 -0.536 0.083
H -2.74948 -0.63553 -5.28128 0.432 -0.426 -1.049 0.091
H -2.63596 -2.16408 -4.36065 -0.264 0.087 -0.122 0.062
C -1.69271 5.07780 2.26664 1.130 -0.276 -0.118 -0.026
C -1.01668 4.58234 3.50335 -2.351 1.078 1.973 -0.508
C -1.00003 3.10607 3.77116 0.856 -0.504 0.071 -0.024
O -0.75365 5.40290 4.36812 0.834 -0.733 -0.264 0.056
H -2.58695 4.49536 2.04482 0.094 0.120 -0.208 0.090
H -0.88990 4.87157 1.55878 -0.387 0.117 -0.960 0.059
H -1.83506 6.15499 2.35321 -0.210 -0.234 -0.111 0.090
H -0.25896 2.88626 4.53966 0.223 -0.037 -0.248 0.082
H -0.81942 2.54005 2.85733 0.191 -0.052 0.146 0.022
H -1.91932 2.70103 4.19420 -0.386 0.562 -0.145 0.071
Br -0.39298 -2.16028 1.69413 -0.463 0.642 -0.287 0.696
C -1.07225 -0.42538 0.99491 0.395 -0.039 -0.769 -0.571
C 0.14659 0.34544 0.45501 0.146 -0.088 1.432 -0.629
Br -0.25321 2.22779 0.18346 -0.662 -0.124 -0.683 0.798
H -1.60344 0.06764 1.80907 0.481 -0.002 0.120 0.040
H -1.79778 -0.61820 0.20464 0.161 -0.295 -0.008 0.042
H 0.66130 -0.03803 -0.42597 -0.646 -0.099 0.022 0.032
H 0.88684 0.40188 1.25311 0.082 -0.132 -0.044 0.028
```
Positions in Å, forces in eV/Å.


Among the records above, which one has the lowest energy relative to the best compared isomer or geometry (same formula, charge and spin)? C27H54Br12O5